[1]
Density functional theory data (ωB97M-V/def2-TZVPD) for an isolated molecule of C6H9F3N2O at a distorted geometry.

## Properties
Energy above the lowest of the compared OMol25 structures with the same formula, charge and spin in eV: 0.716
Gap between HOMO and LUMO in eV: 10.441
Structure (SMILES): CC/C=N\N(C)C(=O)C(F)(F)F
DFT total energy in hartree: -718.31165

Each line ends with the Mulliken charge.
Geometry (Å):
C -1.98 1.30 -0.39  -1.244
C -0.56 0.93 0.15  -0.145
C -0.55 -0.34 0.96  -0.038
N 0.45 -1.15 1.14  -1.032
N 1.63 -0.84 0.43  0.593
C 2.04 -1.92 -0.39  -1.085
C 2.23 0.31 0.69  0.557
O 1.96 1.15 1.56  -0.622
C 3.66 0.41 -0.05  0.632
F 4.17 1.62 0.00  -0.233
F 4.57 -0.45 0.40  -0.233
F 3.52 0.15 -1.45  -0.288
H -2.06 2.40 -0.81  0.299
H -2.81 1.18 0.41  0.314
H -2.40 0.51 -1.09  0.320
H 0.07 0.82 -0.74  0.260
H -0.23 1.76 0.78  0.308
H -1.38 -0.69 1.54  0.453
H 1.67 -2.77 0.13  0.397
H 1.77 -1.90 -1.37  0.362
H 3.07 -2.02 -0.61  0.425

***

[2]
Density functional theory data (ωB97M-V/def2-TZVPD) for an isolated molecule of C13H21NS at a distorted geometry.

## Properties
Energy above the lowest of the compared OMol25 structures with the same formula, charge and spin in eV: 4.002
Gap between HOMO and LUMO in eV: 8.784
Structure (SMILES): CCCN(CCC)[C@H]1C[C@H]1c1cccs1
DFT total energy in hartree: -960.62199

Each line ends with the Mulliken charge.
Geometry (Å):
C -0.96 2.84 -1.36  -0.943
C -0.27 1.79 -0.31  -0.061
C -0.07 0.66 -1.29  -0.640
N 0.70 -0.52 -0.69  0.810
C 2.06 -0.44 -0.65  -1.226
C 2.82 0.38 0.50  -0.387
C 2.47 0.19 1.94  -0.870
C 0.36 -1.81 -1.33  -0.404
C 0.08 -2.89 -0.30  -0.578
C -1.12 -2.03 -0.80  -0.076
C -1.71 -1.08 0.22  0.411
C -1.64 -0.78 1.52  -0.778
C -2.51 0.09 1.95  -0.477
C -3.46 0.40 0.94  -0.454
S -3.07 -0.40 -0.55  -0.167
H -1.75 2.40 -2.04  0.281
H 0.04 2.97 -1.99  0.273
H -1.21 3.87 -0.80  0.284
H -0.78 1.53 0.68  0.054
H 0.66 2.21 -0.01  0.314
H -1.25 0.43 -1.47  -0.115
H 0.50 0.99 -2.22  0.469
H 2.61 -0.10 -1.54  0.237
H 2.32 -1.51 -0.65  0.593
H 2.60 1.50 0.24  0.183
H 3.93 0.19 0.65  0.385
H 3.35 0.92 2.33  0.351
H 2.71 -0.89 2.31  0.214
H 1.40 0.54 2.40  0.135
H 0.58 -2.27 -2.38  0.218
H 0.52 -2.87 0.79  0.212
H -0.07 -3.88 -0.93  0.277
H -1.78 -2.48 -1.59  0.367
H -0.77 -0.89 2.13  0.297
H -2.89 0.16 3.07  0.298
H -4.40 0.79 1.24  0.513

***

[3]
Density functional theory data (ωB97M-V/def2-TZVPD) for an isolated molecule of C7H11N at a distorted geometry.

## Properties
Energy above the lowest of the compared OMol25 structures with the same formula, charge and spin in eV: 7.128
Gap between HOMO and LUMO in eV: 8.930
Structure (SMILES): [H]/N=C\C(C)=C\C(=C)C
DFT total energy in hartree: -327.82603

Each line ends with the Mulliken charge.
Geometry (Å):
H -2.91 0.54 1.34  0.298
N -3.39 0.16 0.51  -0.603
C -2.54 -0.33 -0.31  -0.180
C -0.93 -0.47 0.00  0.491
C -0.38 -1.84 -0.21  -1.245
C -0.43 0.74 0.11  -0.433
C 1.14 0.95 -0.02  0.761
C 1.59 2.06 -0.62  -1.021
C 2.09 0.02 0.68  -1.190
H -2.91 -0.81 -1.23  0.349
H -0.43 -2.45 0.72  0.251
H -0.41 -2.90 -0.58  0.289
H -0.13 -1.69 -1.29  0.296
H -0.98 1.67 0.11  0.380
H 0.93 2.74 -1.16  0.288
H 2.65 2.29 -0.68  0.289
H 2.27 -0.89 0.10  0.278
H 3.07 0.48 0.85  0.415
H 1.71 -0.25 1.67  0.288

***

[4]
Density functional theory data (ωB97M-V/def2-TZVPD) for a structure of composition C16H48O8 at a distorted geometry.

## Properties
Energy above the lowest of the compared OMol25 structures with the same formula, charge and spin in eV: 18.863
Gap between HOMO and LUMO in eV: 8.669
DFT total energy in hartree: -1239.61485

Each line ends with the Mulliken charge.
Geometry (Å):
C -0.47 24.90 19.10  -0.285
C 0.43 24.93 20.37  -0.838
O 0.30 26.10 21.09  -0.514
H -0.25 24.00 18.53  -0.068
H -0.45 25.82 18.52  0.530
H -1.51 24.94 19.43  0.516
H 1.49 24.93 20.13  0.408
H 0.18 24.02 20.92  0.310
H 1.00 26.16 21.74  0.323
C -4.18 20.63 15.61  -1.413
C -3.22 21.78 15.29  0.650
O -1.85 21.41 15.16  -0.586
H -5.20 21.01 15.67  0.335
H -4.10 20.35 16.66  0.286
H -4.18 19.78 14.92  0.378
H -3.25 22.51 16.10  -0.311
H -3.72 22.30 14.48  0.453
H -1.58 20.96 15.97  0.446
C -6.61 22.85 17.86  -0.210
C -7.97 22.55 18.43  -0.444
O -7.87 22.02 19.77  -0.500
H -5.90 23.21 18.60  0.413
H -6.70 23.67 17.15  0.507
H -6.26 22.10 17.15  -0.002
H -8.45 21.78 17.83  0.273
H -8.60 23.44 18.45  0.301
H -8.71 22.14 20.22  0.337
C 0.00 22.02 15.93  -0.906
C 0.97 23.11 15.58  -0.493
O 0.32 24.09 14.90  -0.562
H -0.26 21.43 15.05  0.396
H -0.78 22.30 16.65  -0.055
H 0.55 21.36 16.59  0.408
H 1.78 22.66 15.01  0.404
H 1.44 23.63 16.41  0.300
H 0.22 23.77 13.99  0.319
C -4.48 21.80 21.40  -1.234
C -5.76 22.04 20.56  -0.316
O -6.77 22.46 21.44  -0.771
H -4.11 22.79 21.68  0.325
H -3.74 21.47 20.68  0.225
H -4.51 21.02 22.17  0.389
H -6.08 21.11 20.09  0.515
H -5.52 22.74 19.76  -0.419
H -7.62 22.35 21.01  0.428
C -4.14 23.46 18.64  -1.563
C -2.69 23.18 18.48  -0.722
O -2.39 22.42 17.31  -0.503
H -4.44 24.04 17.78  0.956
H -4.31 24.00 19.57  0.607
H -4.62 22.48 18.77  0.989
H -2.30 22.79 19.42  0.502
H -2.17 24.13 18.44  -1.484
H -1.85 23.04 16.81  0.898
C -1.69 26.26 16.73  -0.776
C -2.51 24.99 16.26  0.091
O -1.71 23.80 16.29  -0.753
H -0.61 26.21 16.58  0.366
H -1.82 26.30 17.81  -0.685
H -2.02 27.26 16.46  0.657
H -2.84 25.20 15.24  0.698
H -3.38 24.94 16.92  -0.348
H -1.05 23.77 15.60  0.528
C -4.00 26.12 19.02  0.573
C -3.14 27.36 19.22  -0.687
O -2.39 26.97 20.35  -0.573
H -3.37 25.27 18.75  -1.025
H -4.59 26.24 18.11  0.297
H -4.56 25.88 19.93  0.612
H -3.86 28.14 19.45  0.451
H -2.55 27.59 18.33  0.366
H -1.46 27.19 20.26  0.277

***

[5]
Density functional theory data (ωB97M-V/def2-TZVPD) for a structure of composition C2CdFLi2O2 at a distorted geometry.

## Properties
Energy above the lowest of the compared OMol25 structures with the same formula, charge and spin in eV: 0.000
Gap between HOMO and LUMO in eV: 4.270
DFT total energy in hartree: -509.40450
Charge: -1

Each line ends with the Mulliken charge.
Geometry (Å):
C -0.19 -1.29 -0.02  0.530
O 0.77 -2.10 0.29  -0.786
Cd 1.36 0.86 -0.18  0.113
F 0.24 2.36 0.25  -0.720
C -1.09 -0.46 -0.21  -0.100
O -2.06 0.39 -0.23  -1.034
Li -1.49 2.01 0.36  0.822
Li 2.46 -1.76 -0.24  0.175